# 1
Formula: C5H8N2S2
Source: the OMol25 dataset
Level of theory: the ωB97M-V functional and the def2-TZVPD basis

Output
multiplicity: 1
Kohn-Sham gap (alpha / beta): 0.274 / 0.253 hartree

Each line ends with the Löwdin charge.
Element x y z (Å)
1 C -1.488 -0.877 0.971  -0.25
2 C -0.750 -0.067 -1.328  -0.16
3 C -0.589 -1.139 1.918  -0.42
4 C 0.546 0.029 -1.461  -0.44
5 C -1.595 0.304 0.095  -0.19
6 N 1.394 -1.165 3.346  -0.42
7 N 2.522 1.335 -2.512  -0.32
8 S 1.880 0.855 -0.890  0.77
9 S 0.830 -0.216 2.233  0.82
10 H -2.234 -1.603 0.658  0.11
11 H -1.423 -0.560 -2.035  0.08
12 H -0.768 -2.068 2.485  0.09
13 H -2.704 0.312 -0.194  0.11
14 H -1.244 1.329 0.601  0.14
15 H 2.448 -1.012 3.600  0.04
16 H 2.166 2.284 -2.810  0.04
17 H 3.550 1.405 -2.450  0.01

=====

# 2
Formula: C31H94O41P10
Source: the OMol25 dataset
Level of theory: the ωB97M-V functional and the def2-TZVPD basis

Output
multiplicity: 1
Kohn-Sham gap: 0.336 hartree

Each line ends with the Löwdin charge.
Element x y z (Å)
1 C 6.997 3.229 0.724  -0.08
2 O 7.164 4.277 -0.246  -0.23
3 P 5.967 5.316 -0.482  0.38
4 O 4.713 4.760 -1.028  -0.23
5 O 5.822 6.039 0.913  -0.21
6 C 4.614 5.977 1.684  -0.10
7 O 6.650 6.432 -1.405  -0.20
8 C 7.969 6.888 -1.137  -0.11
9 H 6.004 3.215 1.173  0.08
10 H 7.759 3.437 1.481  0.09
11 H 7.229 2.299 0.210  0.10
12 H 4.118 6.932 1.532  0.09
13 H 4.836 5.815 2.737  0.09
14 H 3.991 5.133 1.391  0.06
15 H 8.595 6.685 -2.008  0.09
16 H 8.385 6.444 -0.234  0.08
17 H 7.990 7.975 -1.037  0.09
18 C -1.327 2.891 -6.248  -0.12
19 O -1.020 2.871 -4.866  -0.21
20 P -2.168 2.460 -3.815  0.38
21 O -2.641 1.069 -3.799  -0.21
22 O -3.324 3.523 -4.052  -0.21
23 C -3.092 4.930 -3.961  -0.09
24 O -1.543 2.958 -2.439  -0.22
25 C -0.498 2.189 -1.802  -0.06
26 H -1.491 3.826 -6.781  0.09
27 H -2.139 2.196 -6.487  0.09
28 H -0.504 2.398 -6.775  0.09
29 H -3.567 5.431 -4.800  0.09
30 H -2.024 5.157 -3.942  0.09
31 H -3.505 5.251 -3.004  0.09
32 H -0.846 1.889 -0.820  0.06
33 H 0.384 2.825 -1.746  0.09
34 H -0.250 1.321 -2.412  0.09
35 C -1.277 -1.268 6.513  -0.08
36 O -0.764 0.036 6.192  -0.21
37 P -1.456 0.913 5.055  0.39
38 O -2.137 0.137 4.004  -0.22
39 O -0.251 1.819 4.515  -0.23
40 C 0.440 2.778 5.313  -0.07
41 O -2.323 1.922 5.934  -0.21
42 C -2.882 3.056 5.258  -0.08
43 H -2.220 -1.433 5.995  0.08
44 H -1.436 -1.301 7.589  0.09
45 H -0.548 -2.027 6.235  0.09
46 H 1.500 2.522 5.349  0.09
47 H 0.111 2.860 6.348  0.10
48 H 0.349 3.733 4.795  0.07
49 H -2.120 3.825 5.148  0.08
50 H -3.760 3.418 5.787  0.10
51 H -3.278 2.780 4.275  0.08
52 C -0.058 -1.857 -0.459  -0.08
53 O 0.239 -0.484 -0.223  -0.23
54 P 1.679 -0.117 0.343  0.44
55 O 2.769 -0.463 -0.571  -0.19
56 O 1.524 1.427 0.734  -0.22
57 C 2.585 2.102 1.389  -0.08
58 O 1.641 -0.930 1.736  -0.22
59 C 0.906 -0.426 2.837  -0.11
60 H -0.996 -2.080 0.043  0.06
61 H 0.761 -2.547 -0.259  0.08
62 H -0.254 -2.055 -1.517  0.09
63 H 3.440 1.522 1.740  0.07
64 H 2.181 2.690 2.219  0.08
65 H 2.972 2.831 0.670  0.09
66 H 0.292 -1.183 3.321  0.08
67 H 0.231 0.387 2.567  0.07
68 H 1.565 0.022 3.583  0.09
69 C -1.705 -3.582 3.127  -0.10
70 O -2.391 -4.648 2.486  -0.21
71 P -2.284 -4.754 0.888  0.38
72 O -0.933 -4.830 0.337  -0.21
73 O -3.246 -6.003 0.640  -0.22
74 C -3.327 -6.689 -0.603  -0.08
75 O -3.139 -3.498 0.405  -0.24
76 C -4.514 -3.334 0.824  -0.06
77 H -2.446 -2.878 3.526  0.08
78 H -1.105 -2.933 2.486  0.07
79 H -1.149 -3.976 3.974  0.09
80 H -3.068 -7.744 -0.504  0.09
81 H -2.616 -6.288 -1.327  0.09
82 H -4.355 -6.609 -0.948  0.08
83 H -4.936 -4.271 1.181  0.09
84 H -5.025 -3.039 -0.089  0.10
85 H -4.563 -2.581 1.606  0.08
86 C 1.741 -7.050 -7.333  -0.12
87 O 0.703 -6.477 -6.553  -0.21
88 P 0.420 -7.029 -5.062  0.39
89 O 1.653 -7.320 -4.327  -0.23
90 O -0.524 -5.930 -4.395  -0.21
91 C 0.038 -4.660 -4.036  -0.08
92 O -0.644 -8.213 -5.263  -0.21
93 C -0.101 -9.485 -5.584  -0.11
94 H 2.499 -7.580 -6.754  0.08
95 H 2.304 -6.292 -7.877  0.09
96 H 1.289 -7.734 -8.052  0.08
97 H -0.494 -3.950 -4.671  0.08
98 H 1.099 -4.574 -4.268  0.09
99 H -0.114 -4.385 -2.995  0.08
100 H -0.842 -10.123 -6.066  0.09
101 H 0.206 -9.969 -4.655  0.09
102 H 0.741 -9.477 -6.279  0.08
103 C 1.594 6.050 -0.201  -0.07
104 O 1.240 5.120 0.846  -0.22
105 P 0.864 5.686 2.292  0.39
106 O 1.974 6.106 3.173  -0.23
107 O -0.177 6.862 1.983  -0.22
108 C -0.811 7.546 3.048  -0.10
109 O -0.061 4.545 2.904  -0.25
110 C -0.917 3.722 2.107  -0.06
111 H 1.545 7.108 0.057  0.09
112 H 0.917 5.946 -1.049  0.09
113 H 2.604 5.750 -0.479  0.06
114 H -1.890 7.607 2.879  0.09
115 H -0.448 8.568 3.118  0.09
116 H -0.751 6.993 3.988  0.09
117 H -1.371 4.285 1.291  0.10
118 H -1.692 3.309 2.747  0.06
119 H -0.324 2.914 1.673  0.08
120 C 4.045 -2.122 3.118  -0.07
121 O 5.276 -1.599 3.651  -0.20
122 P 5.708 -0.122 3.280  0.37
123 O 5.787 0.197 1.847  -0.22
124 O 4.692 0.775 4.126  -0.23
125 C 4.891 2.091 4.639  -0.07
126 O 7.066 -0.038 4.104  -0.20
127 C 8.169 0.737 3.639  -0.09
128 H 3.996 -1.853 2.063  0.08
129 H 3.174 -1.764 3.660  0.07
130 H 4.066 -3.208 3.177  0.09
131 H 4.254 2.797 4.104  0.08
132 H 5.923 2.384 4.441  0.08
133 H 4.621 2.084 5.691  0.09
134 H 8.420 1.463 4.421  0.09
135 H 7.950 1.352 2.770  0.06
136 H 9.025 0.073 3.554  0.09
137 C -7.047 3.107 0.461  -0.11
138 O -6.145 2.106 0.041  -0.21
139 P -4.831 1.870 0.907  0.38
140 O -3.956 3.043 0.878  -0.21
141 O -5.400 1.432 2.349  -0.23
142 C -6.273 0.298 2.462  -0.08
143 O -4.218 0.522 0.319  -0.19
144 C -2.962 0.138 0.859  -0.09
145 H -7.649 3.365 -0.411  0.09
146 H -6.630 4.034 0.858  0.09
147 H -7.731 2.704 1.216  0.09
148 H -5.761 -0.455 3.057  0.09
149 H -6.527 -0.045 1.460  0.09
150 H -7.190 0.569 2.984  0.09
151 H -2.926 -0.928 1.092  0.07
152 H -2.645 0.735 1.715  0.06
153 H -2.153 0.234 0.127  0.07
154 C -2.787 -1.906 -3.164  -0.08
155 O -2.952 -3.324 -3.313  -0.22
156 P -3.985 -3.950 -4.328  0.39
157 O -5.119 -3.120 -4.742  -0.22
158 O -4.301 -5.354 -3.610  -0.20
159 C -5.611 -5.852 -3.785  -0.15
160 O -3.025 -4.427 -5.525  -0.23
161 C -3.482 -5.245 -6.594  -0.09
162 H -1.744 -1.711 -3.403  0.08
163 H -3.023 -1.641 -2.133  0.08
164 H -3.451 -1.295 -3.772  0.07
165 H -6.138 -5.906 -2.830  0.08
166 H -5.647 -6.885 -4.155  0.09
167 H -6.271 -5.363 -4.504  0.08
168 H -3.316 -4.784 -7.563  0.09
169 H -4.529 -5.567 -6.569  0.08
170 H -2.930 -6.176 -6.433  0.09
171 C 3.529 -3.763 -1.544  -0.17
172 O 3.724 -2.504 -2.154  -0.14
173 H 4.215 -3.854 -0.686  0.07
174 H 2.534 -3.915 -1.119  0.06
175 H 3.881 -4.507 -2.255  0.08
176 H 3.268 -1.794 -1.665  0.01

=====

# 3
Formula: C32H52N6O4S2
Source: the OMol25 dataset
Level of theory: the ωB97M-V functional and the def2-TZVPD basis

Output
multiplicity: 1
Kohn-Sham gap: 0.254 hartree

Each line ends with the Löwdin charge.
Element x y z (Å)
1 C 3.809 2.262 -2.530  -0.15
2 O 3.336 1.697 -3.803  -0.28
3 C 2.210 0.733 -3.572  -0.20
4 C 0.869 1.650 -3.350  -0.18
5 C -0.476 0.825 -2.908  -0.20
6 C -0.201 -0.495 -1.967  -0.22
7 C 0.114 -0.144 -0.397  -0.19
8 C 0.222 -1.440 0.600  -0.21
9 C -0.184 -2.877 -0.077  -0.12
10 C -1.805 -3.208 -0.215  -0.03
11 C -2.418 -4.578 -0.888  -0.02
12 C -1.387 -5.724 -1.497  -0.24
13 N -1.692 -7.046 -2.201  -0.30
14 S -0.108 -7.707 -2.594  0.85
15 N 1.037 -6.543 -1.942  -0.29
16 C 0.213 -5.404 -1.338  -0.16
17 C 0.845 -4.025 -0.634  -0.04
18 C 2.485 -3.777 -0.479  -0.15
19 C 3.007 -5.014 0.515  -0.22
20 C 4.652 -5.150 0.557  -0.22
21 S 5.367 -5.990 -0.991  0.80
22 O 6.839 -6.453 -0.726  -0.39
23 O 4.530 -7.286 -1.227  -0.39
24 O 5.250 -4.911 -2.335  -0.24
25 H 4.887 1.824 -2.272  0.07
26 H 3.035 2.085 -1.641  0.09
27 H 3.926 3.449 -2.590  0.10
28 H 2.130 0.125 -4.596  0.15
29 H 2.492 0.061 -2.655  0.12
30 H 1.035 2.582 -2.624  0.12
31 H 0.623 2.141 -4.410  0.12
32 H -1.118 1.575 -2.236  0.07
33 H -1.125 0.525 -3.838  0.11
34 H 0.614 -1.239 -2.411  0.11
35 H -1.218 -1.120 -1.981  0.11
36 H -0.781 0.537 -0.018  0.11
37 H 1.107 0.479 -0.256  0.12
38 H -0.540 -1.263 1.501  0.11
39 H 1.280 -1.568 1.121  0.08
40 H -2.572 -2.411 0.201  0.10
41 H -3.594 -4.763 -0.948  0.09
42 H 3.008 -3.847 -1.525  0.11
43 H 2.751 -2.764 0.045  0.11
44 H 2.553 -6.062 0.166  0.11
45 H 2.562 -4.838 1.604  0.10
46 H 4.919 -5.862 1.468  0.13
47 H 5.110 -4.080 0.737  0.13
48 H 4.883 -5.489 -3.082  0.11
49 C -4.857 4.127 0.654  -0.13
50 C -4.985 3.402 -0.682  -0.28
51 C -3.854 2.401 -0.926  -0.19
52 C -2.519 3.128 -0.939  -0.18
53 N -1.412 3.730 -0.949  0.12
54 H -3.942 4.727 0.702  0.07
55 H -5.700 4.810 0.798  0.02
56 H -4.847 3.416 1.488  0.08
57 H -5.005 4.145 -1.488  0.11
58 H -5.944 2.872 -0.708  0.10
59 H -3.999 1.898 -1.888  0.11
60 H -3.841 1.636 -0.142  0.11
61 C -9.001 7.800 2.549  -0.12
62 C -9.911 6.579 2.460  -0.28
63 C -9.137 5.270 2.288  -0.19
64 C -8.326 5.318 1.003  -0.13
65 N -7.654 5.358 -0.063  0.13
66 H -8.422 7.940 1.630  0.07
67 H -9.595 8.706 2.699  0.07
68 H -8.301 7.707 3.387  0.08
69 H -10.604 6.713 1.620  0.11
70 H -10.516 6.520 3.371  0.11
71 H -9.832 4.425 2.244  0.11
72 H -8.461 5.110 3.135  0.12
73 C 8.480 4.018 -2.224  -0.11
74 C 9.172 3.744 -0.892  -0.28
75 C 9.030 2.291 -0.435  -0.19
76 C 7.560 1.951 -0.254  -0.15
77 N 6.340 1.669 -0.103  0.11
78 H 7.400 3.854 -2.159  0.07
79 H 8.632 5.060 -2.524  0.07
80 H 8.881 3.374 -3.014  0.08
81 H 8.755 4.416 -0.131  0.11
82 H 10.236 3.987 -0.987  0.11
83 H 9.553 2.143 0.515  0.11
84 H 9.468 1.611 -1.174  0.12
85 C -2.540 -3.975 4.046  -0.11
86 C -1.558 -4.317 5.162  -0.27
87 C -0.420 -3.302 5.285  -0.19
88 C 0.373 -3.261 3.989  -0.11
89 N 1.031 -3.226 2.914  0.15
90 H -2.056 -3.984 3.065  0.06
91 H -3.351 -4.710 4.014  0.08
92 H -2.984 -2.985 4.204  0.08
93 H -1.147 -5.317 4.978  0.11
94 H -2.102 -4.363 6.112  0.11
95 H 0.248 -3.585 6.106  0.11
96 H -0.816 -2.304 5.498  0.12

=====

- multiplicity of number 1 (C5H8N2S2)?
  1

=====

- What is the multiplicity in the second record?
  1